{
  "formula": "C31H56Br23F3N3OSi",
  "method": "the ωB97M-V functional and the def2-TZVPD basis",
  "mol_weight_da": 2409.68,
  "charge": 1,
  "energy_ha": -61245.578019,
  "symbols": ["C", "Si", "C", "C", "N", "C", "N", "N", "C", "C", "O", "Br", "C", "C", "C", "C", "F", "Br", "C", "F", "F", "Br", "H", "H", "H", "H", "H", "H", "H", "H", "H", "H", "H", "H", "H", "H", "H", "H", "Br", "C", "C", "Br", "H", "H", "H", "H", "Br", "C", "C", "Br", "H", "H", "H", "H", "Br", "C", "C", "Br", "H", "H", "H", "H", "Br", "C", "C", "Br", "H", "H", "H", "H", "Br", "C", "C", "Br", "H", "H", "H", "H", "Br", "C", "C", "Br", "H", "H", "H", "H", "Br", "C", "C", "Br", "H", "H", "H", "H", "Br", "C", "C", "Br", "H", "H", "H", "H", "Br", "C", "C", "Br", "H", "H", "H", "H", "Br", "C", "C", "Br", "H", "H", "H", "H"],
  "xyz": [[3.3567, 0.5815, 0.6873], [2.4561, 1.0759, -0.9183], [3.1422, 2.8157, -1.3595], [2.8483, -0.0139, -2.3999], [0.6882, 1.3125, -0.5902], [0.2255, 2.4325, 0.1563], [-1.0953, 2.3645, 0.2747], [-1.4792, 1.2378, -0.3682], [-2.9100, 0.9131, -0.3519], [-3.4985, 0.5694, -1.7482], [-2.9645, 0.7653, -2.7783], [-5.3114, -0.2241, -1.7370], [-0.4303, 0.5698, -0.8979], [-0.4877, -0.7684, -1.6925], [-1.4065, -1.8791, -0.9488], [-0.5617, -3.2229, -0.8647], [0.6278, -3.0143, -0.1566], [-0.2218, -3.9300, -2.6839], [-1.3279, -4.3785, -0.0502], [-0.7258, -5.5757, -0.3163], [-2.6445, -4.3788, -0.4049], [-1.0706, -3.9877, 1.8718], [4.4589, 0.4947, 0.5125], [3.2094, 1.3875, 1.4605], [2.9760, -0.3720, 1.1570], [2.8899, 3.5639, -0.5710], [4.2357, 2.6870, -1.5390], [2.6318, 3.0808, -2.3267], [2.2927, 0.2603, -3.3269], [3.9638, 0.0215, -2.5421], [2.6393, -1.0836, -2.1057], [0.9391, 3.1779, 0.5536], [-3.4380, 1.8410, -0.0002], [-3.1330, 0.1440, 0.4332], [0.4951, -1.2569, -1.8571], [-0.9872, -0.5472, -2.6660], [-1.7058, -1.5118, 0.0631], [-2.3023, -2.1356, -1.5730], [1.2354, 5.9520, 2.2836], [0.0119, 5.1960, 3.5989], [0.6247, 4.0111, 4.2973], [0.5984, 2.4369, 3.1522], [-0.9087, 4.9538, 3.0726], [-0.1800, 6.0015, 4.3070], [0.0408, 3.7369, 5.1744], [1.6594, 4.1719, 4.5926], [-5.8326, -0.0461, 3.6546], [-4.4561, -1.3747, 4.0228], [-3.1542, -0.7315, 4.4132], [-2.2345, -0.0222, 2.8537], [-4.3737, -1.9980, 3.1347], [-4.8515, -1.9715, 4.8443], [-2.4651, -1.4687, 4.8268], [-3.2722, 0.0884, 5.1196], [3.3402, -0.6376, 3.6283], [4.7174, -1.9771, 3.9534], [6.0276, -1.3348, 4.3247], [6.9227, -0.5947, 2.7603], [4.7782, -2.5924, 3.0586], [4.3384, -2.5805, 4.7787], [6.7182, -2.0768, 4.7236], [5.9189, -0.5237, 5.0410], [1.7556, -4.1910, 6.8980], [0.6394, -2.5962, 6.9537], [-0.8109, -2.9316, 6.7307], [-1.1536, -3.2741, 4.8446], [1.0384, -1.9055, 6.2165], [0.7868, -2.1834, 7.9491], [-1.4458, -2.0829, 6.9885], [-1.1438, -3.8076, 7.2828], [7.3219, 2.7354, -2.6898], [7.2668, 4.6661, -2.9486], [5.9308, 5.2327, -2.5461], [4.5736, 4.8750, -3.8957], [7.5160, 4.8543, -3.9902], [8.0581, 5.0613, -2.3125], [5.9798, 6.3187, -2.4734], [5.5594, 4.8269, -1.6074], [3.1526, -0.8608, 7.5840], [3.0857, 1.0666, 7.3278], [1.7553, 1.6354, 7.7433], [0.3894, 1.2675, 6.4014], [3.3232, 1.2521, 6.2816], [3.8838, 1.4649, 7.9538], [1.8082, 2.7218, 7.8094], [1.3893, 1.2372, 8.6868], [-2.0757, -5.8456, -5.8637], [-3.5385, -4.8051, -5.1104], [-3.6151, -3.4351, -5.7331], [-2.2294, -2.2626, -5.0249], [-3.3861, -4.7780, -4.0333], [-4.4391, -5.3770, -5.3320], [-4.5573, -2.9503, -5.4790], [-3.4984, -3.4461, -6.8142], [1.6642, 2.2857, -7.9225], [0.0905, 1.1656, -7.6963], [-0.3779, 1.1650, -6.2653], [0.7549, 0.0361, -5.1494], [0.3496, 0.1755, -8.0644], [-0.6673, 1.6038, -8.3469], [-1.3755, 0.7314, -6.1870], [-0.3807, 2.1550, -5.8145], [-2.0603, 4.1631, -10.1641], [-2.7791, 4.3960, -8.3697], [-2.1391, 5.5653, -7.6671], [-0.3489, 5.1193, -7.0421], [-2.6358, 3.4528, -7.8467], [-3.8453, 4.5706, -8.5106], [-2.6992, 5.8250, -6.7693], [-2.0439, 6.4462, -8.2975], [-6.0265, -4.2539, 1.6951], [-5.4458, -6.1142, 1.6762], [-5.8747, -6.8102, 0.4108], [-7.7681, -7.2606, 0.4553], [-5.8413, -6.5784, 2.5765], [-4.3584, -6.0732, 1.7410], [-5.3577, -7.7633, 0.3045], [-5.7122, -6.2116, -0.4827]],
  "forces_ev_per_angstrom": [[-0.8, -0.3, 0.2], [2.9, 0.8, -0.1], [-1.3, -0.7, -0.3], [-0.2, -1.0, 0.6], [-2.1, 0.2, 0.5], [-1.1, -1.7, -1.2], [1.8, 0.8, 0.1], [0.7, -0.6, -0.6], [-1.1, 0.1, 0.4], [-0.2, -0.1, 0.6], [0.3, 0.1, -0.1], [0.8, 0.4, 0.4], [0.8, -0.1, 0.0], [-1.4, -0.2, 0.7], [1.0, -0.2, -0.6], [-0.8, 0.0, 1.0], [-0.9, 0.0, -1.4], [0.2, 0.5, 1.0], [1.1, 0.7, -0.4], [-1.2, 1.1, 0.3], [1.3, -0.5, 0.4], [-0.6, -0.5, -1.1], [-0.9, 0.0, 0.0], [0.1, -0.7, -0.7], [0.5, 1.0, -0.8], [0.5, -0.3, -0.7], [-0.8, 0.3, 0.2], [0.7, 0.1, 0.9], [0.7, -0.2, 0.9], [-1.0, 0.2, 0.0], [0.1, 0.9, -0.6], [-1.0, -0.5, -0.4], [0.5, -0.8, -0.4], [0.1, 0.5, -1.0], [-0.5, 1.0, 0.1], [0.7, -0.1, 0.6], [0.3, -0.7, -0.6], [0.7, 0.4, 0.7], [-0.1, -0.1, -0.1], [0.2, 0.2, 0.0], [-0.1, -0.1, 0.0], [0.2, 0.1, 0.4], [0.1, -0.1, 0.1], [0.0, -0.1, 0.0], [0.0, 0.0, -0.1], [-0.1, 0.1, -0.1], [0.1, 0.0, -0.1], [-0.2, 0.1, 0.1], [-0.1, 0.0, 0.2], [0.2, 0.1, 0.1], [0.1, 0.0, 0.1], [0.1, 0.0, 0.0], [-0.4, 0.4, -0.2], [-0.1, 0.0, -0.2], [0.0, -0.2, 0.6], [-0.2, -0.1, 0.3], [0.2, -0.1, -0.2], [-0.1, 0.1, 0.1], [0.1, 0.1, 0.0], [0.0, 0.1, 0.0], [-0.1, 0.0, 0.0], [-0.1, -0.1, 0.0], [0.0, 0.1, -0.1], [-0.2, -0.3, 0.1], [-0.1, 0.1, 0.0], [0.4, -0.7, 0.4], [-0.2, -0.1, 0.0], [-0.1, 0.0, -0.1], [0.1, 0.0, 0.0], [0.1, 0.0, -0.1], [0.0, 0.0, -0.1], [0.1, -0.1, 0.2], [-0.1, 0.2, -0.2], [0.0, 0.0, 0.0], [-0.1, 0.0, 0.1], [-0.1, 0.0, 0.0], [0.1, -0.1, 0.0], [0.1, 0.0, -0.1], [0.5, 0.3, 0.0], [0.2, -0.1, 0.2], [-0.1, 0.2, -0.1], [0.0, -0.3, 0.3], [-0.1, 0.0, 0.0], [-0.1, 0.0, 0.0], [0.0, -0.1, 0.0], [0.1, 0.0, -0.1], [0.0, 0.1, 0.1], [0.0, -0.3, -0.2], [-0.2, 0.2, 0.2], [-0.1, 0.2, -0.3], [0.0, 0.1, -0.1], [0.0, 0.1, 0.0], [0.0, -0.1, 0.0], [0.0, -0.1, 0.1], [0.1, -0.3, 0.0], [0.1, 0.3, -0.1], [-0.3, -0.2, 0.0], [-0.2, 0.1, -0.2], [-0.1, 0.0, 0.1], [0.0, 0.0, 0.1], [0.1, 0.0, 0.0], [0.1, 0.0, -0.1], [0.0, -0.1, 0.1], [-0.1, 0.1, -0.3], [0.1, 0.0, 0.3], [-0.1, 0.1, -0.1], [0.0, 0.1, 0.0], [0.1, 0.0, 0.1], [0.0, 0.0, -0.1], [0.0, -0.1, 0.0], [0.0, 0.0, 0.1], [0.3, 0.2, 0.0], [-0.2, -0.3, 0.0], [0.1, 0.1, -0.1], [0.0, 0.0, -0.1], [0.0, 0.0, 0.0], [0.0, 0.1, 0.1], [0.0, 0.0, 0.1]],
  "mulliken_charge": [-0.60, -0.29, -0.89, -0.30, 0.73, -0.69, -0.94, 1.16, -0.53, 0.34, -0.39, -0.12, 0.10, 0.23, 0.14, -0.23, -0.25, -0.01, 0.56, -0.18, -0.17, -0.18, 0.31, 0.32, 0.08, 0.42, 0.06, 0.29, -0.45, 0.46, 0.34, 0.42, 0.36, 0.25, 0.01, -0.18, -0.06, 0.28, -0.16, -0.70, -0.57, 0.07, 0.33, 0.44, 0.28, 0.40, -0.17, -0.53, 0.46, 0.10, 0.18, 0.46, -0.83, 0.51, 0.08, -0.60, -0.54, -0.16, 0.45, 0.25, 0.41, 0.27, -0.15, -0.45, -0.76, -0.07, 0.17, 0.48, 0.30, 0.52, -0.13, -0.57, -0.62, -0.10, 0.38, 0.35, 0.39, 0.34, -0.12, -0.50, -0.63, -0.13, 0.23, 0.40, 0.37, 0.41, -0.11, -0.52, -0.64, -0.04, 0.21, 0.38, 0.38, 0.39, -0.14, -0.60, -0.44, -0.17, 0.42, 0.27, 0.35, 0.32, -0.11, -0.48, -0.57, -0.12, 0.22, 0.35, 0.34, 0.39, -0.12, -0.52, -0.57, -0.15, 0.43, 0.22, 0.40, 0.30]
}


{
  "formula": "C5H8O",
  "method": "the ωB97M-V functional and the def2-TZVPD basis",
  "smiles": "CC#CCCO",
  "mol_weight_da": 84.12,
  "de_lowest_ev": 3.963,
  "charge": 0,
  "energy_ha": -270.412267,
  "symbols": ["C", "C", "C", "C", "C", "O", "H", "H", "H", "H", "H", "H", "H", "H"],
  "xyz": [[-2.5280, -0.0527, -1.3214], [-1.2338, 0.1982, -0.8041], [-0.3038, 0.0805, -0.0174], [1.1574, 0.0653, -0.1548], [1.9034, 0.1679, 1.1576], [1.4513, -0.8117, 2.0637], [-2.6657, 0.3440, -0.2369], [-3.1245, 0.6613, -1.8733], [-2.6609, -1.0908, -1.6972], [1.3890, -0.8829, -0.6514], [1.4197, 0.8727, -0.8481], [2.9670, -0.0100, 0.9831], [1.7865, 1.1832, 1.5688], [0.4831, -0.7672, 2.0275]],
  "forces_ev_per_angstrom": [[-0.6, 0.5, 1.1], [1.3, -0.2, -0.3], [0.1, 0.6, -1.1], [0.5, -0.1, 0.0], [0.3, 0.2, -0.2], [-0.2, 0.0, 0.1], [-2.2, -1.7, -0.7], [0.6, 0.3, -0.5], [-0.4, 0.7, 1.0], [0.3, 0.1, 0.1], [0.2, -0.1, 0.2], [0.0, 0.0, 0.1], [0.0, -0.2, 0.0], [0.2, -0.1, 0.1]],
  "nbo_charge": [-0.69, 0.02, -0.13, -0.48, -0.05, -0.71, 0.32, 0.24, 0.24, 0.22, 0.23, 0.18, 0.15, 0.47]
}


{
  "formula": "C24H29N3O5",
  "method": "the ωB97M-V functional and the def2-TZVPD basis",
  "smiles": "CCN(CC)CCN1C(=O)C(=O)/C(=C(/O)c2ccc(OC)c(OC)c2)[C@H]1c1ccccn1",
  "mol_weight_da": 439.51,
  "de_lowest_ev": 3.418,
  "charge": 0,
  "energy_ha": -1472.371393,
  "symbols": ["C", "H", "H", "H", "C", "N", "C", "H", "H", "C", "N", "C", "O", "C", "O", "C", "C", "C", "C", "C", "C", "C", "C", "H", "O", "C", "H", "H", "H", "O", "C", "H", "H", "H", "H", "H", "O", "H", "C", "C", "N", "C", "C", "C", "C", "H", "H", "H", "H", "H", "H", "H", "C", "C", "H", "H", "H", "H", "H", "H", "H"],
  "xyz": [[-3.6697, -3.6107, -3.8154], [-4.1924, -4.2320, -4.5391], [-4.1921, -2.6598, -3.7460], [-2.6608, -3.4343, -4.1792], [-3.6375, -4.3261, -2.4586], [-2.7827, -3.7707, -1.4318], [-3.2194, -2.5295, -0.8461], [-2.8269, -2.4825, 0.1748], [-4.3086, -2.5761, -0.7731], [-2.8397, -1.2087, -1.5709], [-1.5925, -0.6491, -1.1250], [-0.4926, -0.5750, -1.9068], [-0.3935, -1.0391, -3.0239], [0.5850, 0.1444, -1.1067], [1.7179, 0.3467, -1.4856], [-0.0283, 0.4655, 0.1747], [0.5613, 0.9460, 1.2953], [1.9381, 1.4390, 1.3689], [2.4662, 2.2799, 0.3978], [3.7577, 2.7496, 0.5260], [4.5652, 2.4069, 1.6066], [4.0361, 1.5578, 2.6007], [2.7308, 1.1044, 2.4647], [2.3731, 0.4309, 3.2311], [4.6540, 1.1302, 3.7368], [6.0517, 1.2419, 3.8973], [6.3655, 2.2810, 4.0123], [6.5892, 0.7910, 3.0607], [6.2752, 0.6906, 4.8107], [5.8422, 2.8678, 1.7600], [6.4199, 3.6268, 0.7244], [6.4237, 3.0785, -0.2220], [5.9070, 4.5845, 0.5922], [7.4460, 3.8105, 1.0401], [4.1403, 3.4045, -0.2389], [1.8683, 2.5789, -0.4453], [-0.1597, 0.9618, 2.4433], [0.3863, 1.3110, 3.1619], [-1.4766, 0.0330, 0.1394], [-2.3623, 1.2607, 0.2093], [-2.4465, 1.9826, -0.8987], [-3.1782, 3.0807, -0.8862], [-3.8627, 3.5261, 0.2344], [-3.7739, 2.7725, 1.3945], [-3.0143, 1.6147, 1.3853], [-2.9188, 1.0010, 2.2669], [-4.2921, 3.0796, 2.2917], [-4.4470, 4.4322, 0.1996], [-3.2129, 3.6242, -1.8212], [-1.7188, -0.6323, 0.9794], [-2.7313, -1.3796, -2.6424], [-3.6315, -0.4711, -1.4056], [-1.3588, -3.8950, -1.6955], [-0.5386, -3.8638, -0.4087], [-0.9569, -4.5561, 0.3183], [0.4850, -4.1575, -0.6265], [-0.5132, -2.8681, 0.0258], [-1.2125, -4.8679, -2.1721], [-0.9812, -3.1284, -2.3859], [-3.3075, -5.3578, -2.6158], [-4.6536, -4.3662, -2.0520]],
  "forces_ev_per_angstrom": [[0.0, -0.1, 0.3], [-0.1, 0.0, -0.1], [0.0, 0.1, -0.1], [0.1, 0.1, -0.1], [-0.1, 0.0, -0.1], [0.0, -0.2, 0.0], [0.1, 0.2, -0.1], [-0.1, 0.1, 0.1], [0.0, 0.0, 0.1], [-0.3, -0.4, -0.1], [0.2, 0.1, 0.2], [-0.2, -0.4, -0.7], [0.2, 0.2, 0.0], [0.8, 0.3, 0.2], [-0.5, -0.2, -0.2], [-0.1, 0.0, 0.7], [-0.1, -0.2, -0.5], [0.3, 0.2, 0.2], [-0.1, -0.1, 0.2], [0.1, 0.0, 0.0], [0.0, -0.1, 0.1], [-0.1, 0.0, 0.0], [0.2, 0.1, -0.2], [0.0, -0.1, 0.1], [-0.3, 0.1, -0.1], [0.5, 0.0, 0.2], [0.0, -0.1, 0.0], [0.0, 0.0, 0.0], [0.0, 0.0, -0.1], [-0.4, -0.3, 0.2], [0.1, 0.2, -0.2], [0.0, 0.0, 0.0], [0.0, -0.1, 0.0], [-0.1, 0.0, -0.1], [0.1, 0.1, -0.1], [0.0, 0.0, -0.1], [0.1, -0.1, -0.1], [-0.1, 0.1, -0.2], [0.1, 0.2, 0.3], [-0.3, 0.0, 0.3], [0.3, -0.3, -0.2], [-0.2, 0.3, 0.0], [0.0, -0.1, 0.1], [0.0, 0.0, -0.1], [0.0, 0.0, -0.2], [0.0, -0.1, 0.1], [0.0, 0.0, 0.1], [0.0, 0.1, 0.0], [-0.1, 0.1, 0.0], [0.0, 0.0, -0.1], [-0.1, 0.1, 0.1], [0.1, 0.0, -0.1], [0.1, 0.0, 0.2], [-0.1, 0.0, -0.3], [0.0, -0.1, 0.1], [0.1, 0.0, 0.0], [0.0, 0.1, 0.1], [0.0, 0.0, 0.0], [0.0, -0.1, 0.0], [-0.1, 0.0, 0.0], [0.0, -0.1, 0.0]],
  "nbo_charge": [-0.64, 0.21, 0.20, 0.22, -0.20, -0.46, -0.22, 0.19, 0.20, -0.26, -0.40, 0.59, -0.60, 0.46, -0.51, -0.20, 0.42, -0.15, -0.13, -0.30, 0.32, 0.25, -0.23, 0.22, -0.50, -0.24, 0.19, 0.18, 0.19, -0.52, -0.25, 0.18, 0.18, 0.20, 0.23, 0.23, -0.66, 0.50, -0.09, 0.21, -0.44, 0.05, -0.26, -0.16, -0.25, 0.22, 0.22, 0.22, 0.20, 0.21, 0.25, 0.21, -0.23, -0.61, 0.21, 0.22, 0.19, 0.19, 0.20, 0.19, 0.18]
}


{
  "formula": "C19H13N3O4Pt",
  "method": "the ωB97M-V functional and the def2-TZVPD basis",
  "mol_weight_da": 542.41,
  "de_lowest_ev": 0.807,
  "charge": 0,
  "energy_ha": -1316.452721,
  "symbols": ["Pt", "O", "C", "N", "C", "O", "C", "C", "C", "C", "C", "N", "C", "C", "C", "C", "C", "N", "H", "H", "H", "H", "H", "H", "H", "H", "O", "C", "O", "C", "C", "C", "C", "C", "C", "H", "H", "H", "H", "H"],
  "xyz": [[-0.6138, -0.4561, 0.4415], [-2.5751, -3.0088, 2.8720], [-1.8816, -2.4182, 2.0837], [-1.5423, -1.0809, 2.0782], [-2.1565, -0.0987, 2.8249], [-2.9155, -0.2273, 3.7518], [-1.7528, 1.2862, 2.3326], [-2.1765, 2.4215, 2.9881], [-1.6863, 3.6512, 2.5744], [-0.7686, 3.7009, 1.5382], [-0.3944, 2.5253, 0.9119], [-0.9001, 1.3511, 1.2907], [-1.2482, -3.1479, 0.9044], [-1.4001, -4.5074, 0.7437], [-0.7190, -5.1346, -0.2894], [0.1073, -4.3865, -1.1115], [0.2062, -3.0217, -0.9053], [-0.4748, -2.4243, 0.0712], [-2.8636, 2.3083, 3.8147], [-2.0050, 4.5601, 3.0668], [-0.3508, 4.6376, 1.1988], [0.2961, 2.5015, 0.0790], [-2.0347, -5.0383, 1.4391], [-0.8230, -6.2002, -0.4436], [0.6618, -4.8425, -1.9188], [0.8050, -2.3768, -1.5335], [-0.7216, 1.0237, -3.5480], [-0.1621, 0.7123, -2.5130], [-0.7547, 0.0268, -1.5746], [1.2768, 1.1358, -2.3101], [1.8761, 1.9872, -3.2340], [3.1865, 2.3968, -3.0462], [3.9109, 1.9565, -1.9427], [3.3234, 1.0947, -1.0280], [2.0110, 0.6893, -1.2254], [1.2934, 2.3154, -4.0839], [3.6499, 3.0628, -3.7630], [4.9339, 2.2823, -1.8033], [3.8819, 0.7370, -0.1722], [1.5010, 0.0064, -0.5591]],
  "forces_ev_per_angstrom": [[-1.1, -0.1, -0.3], [0.0, 0.0, 0.0], [-0.1, 0.0, 0.0], [0.5, 0.0, 0.2], [-0.1, 0.0, -0.1], [0.0, 0.0, 0.0], [0.2, -0.1, 0.2], [0.0, 0.0, 0.0], [0.0, 0.0, 0.0], [0.0, 0.0, 0.0], [-0.2, 0.0, -0.1], [-0.2, 0.1, -0.2], [0.2, 0.0, 0.2], [0.0, 0.0, 0.0], [0.0, 0.0, 0.0], [0.0, 0.0, 0.0], [-0.2, 0.0, -0.1], [-0.3, 0.0, -0.1], [0.0, 0.0, 0.0], [0.0, 0.0, 0.0], [0.0, 0.0, 0.0], [0.0, 0.0, 0.0], [0.0, 0.0, 0.0], [0.0, 0.0, 0.0], [0.0, 0.0, 0.0], [0.0, 0.0, 0.0], [0.0, 0.0, 0.0], [-0.2, 0.0, 0.1], [0.8, 0.1, 0.0], [0.0, 0.0, 0.0], [0.0, 0.0, 0.0], [0.0, 0.0, 0.0], [0.0, 0.0, 0.0], [0.0, 0.0, 0.0], [0.0, 0.0, -0.1], [0.0, 0.0, 0.0], [0.0, 0.0, 0.0], [0.0, 0.0, 0.0], [0.0, 0.0, 0.0], [0.4, 0.0, 0.3]],
  "nbo_charge": [0.91, -0.53, 0.64, -0.67, 0.64, -0.53, 0.13, -0.20, -0.14, -0.23, 0.08, -0.43, 0.13, -0.20, -0.14, -0.23, 0.07, -0.42, 0.26, 0.23, 0.24, 0.23, 0.26, 0.23, 0.24, 0.23, -0.63, 0.76, -0.80, -0.20, -0.16, -0.22, -0.21, -0.23, -0.15, 0.24, 0.21, 0.21, 0.21, 0.19]
}


Question: What is the formula in the third record?
Answer: C24H29N3O5